C25H43F3P2Re as an isolated structure, computed with the ωB97M-V functional and the def2-TZVPD basis.

Element x y z (Å)
Re -0.061 -0.222 1.307
C -0.703 -2.044 2.209
C 0.668 -2.177 1.776
C 0.591 -0.491 3.369
C -0.741 -1.010 3.203
C 1.458 -1.211 2.485
C -1.864 -2.928 1.854
H -1.645 -3.548 0.978
H -2.765 -2.329 1.647
H -2.101 -3.589 2.702
C -1.895 -0.766 4.124
H -2.849 -0.910 3.598
H -1.840 0.239 4.565
H -1.869 -1.491 4.953
C 1.064 0.408 4.469
H 1.424 -0.192 5.321
H 0.244 1.032 4.842
H 1.902 1.035 4.136
C 2.953 -1.155 2.515
H 3.333 -1.772 3.347
H 3.313 -0.129 2.684
H 3.382 -1.548 1.586
C 1.247 -3.337 1.022
H 1.672 -4.063 1.741
H 2.060 -3.015 0.356
H 0.490 -3.858 0.424
C -1.691 0.934 -3.401
C -1.867 -0.400 -3.295
C -1.115 -1.370 -4.145
C 0.438 -1.149 -4.167
C 1.038 -0.449 -2.969
C 1.244 0.880 -2.948
C 0.698 1.827 -3.980
C -0.796 1.585 -4.410
H -1.471 -1.313 -5.192
H 0.717 -0.622 -5.103
H -1.342 -2.389 -3.777
H -0.811 1.003 -5.348
H -2.387 1.607 -2.883
H -2.738 -0.812 -2.772
H -1.207 2.582 -4.638
H 0.798 2.851 -3.574
H 2.052 1.314 -2.359
H 1.310 1.798 -4.912
H 0.885 -2.155 -4.250
H 1.528 -1.090 -2.225
P -1.512 0.314 -0.446
P 1.641 1.568 0.606
C -0.747 1.992 -0.924
C 0.534 2.635 -0.381
H -1.571 2.710 -0.825
H -0.529 1.849 -1.981
H 1.141 3.008 -1.224
H 0.272 3.489 0.251
C 2.369 2.679 1.817
H 2.980 2.138 2.547
H 1.582 3.224 2.349
H 3.002 3.396 1.276
C 3.028 0.821 -0.316
H 3.529 1.579 -0.940
H 2.674 0.010 -0.969
H 3.749 0.396 0.397
C -3.311 0.388 -0.329
H -3.719 -0.486 0.203
H -3.717 0.408 -1.354
H -3.626 1.285 0.225
C -1.077 -1.415 -0.951
H -0.468 -1.994 -0.229
H -0.408 -1.352 -1.807
H -1.992 -1.995 -1.164
F -2.678 1.238 2.555
C -1.418 1.640 2.138
F -1.675 2.740 1.365
F -0.805 2.176 3.247

As for the net charge: +2. The value obtained for the frontier orbital gap (spin up / spin down) is 7.918 / 6.435 eV. For the lowest unoccupied orbital energy (spin up / spin down), the calculation gives -5.82 / -8.12 eV. The energy above the lowest of the compared OMol25 structures with the same formula, charge and spin is 0.0 kJ/mol. The spin multiplicity is 4. As for the HOMO energy (spin up / spin down): -13.7 / -14.6 eV.

Here are the Mulliken charges for atoms 1 to 2, given in e: 0.655 1.429



C25H43Ge2N6Os as an isolated structure, computed with the ωB97M-V functional and the def2-TZVPD basis.

Element x y z (Å)
Os 0.273 1.033 -1.173
N -1.486 2.105 -0.464
C -2.745 1.685 -1.209
C -2.431 0.645 -2.272
N -1.049 0.850 -2.822
C -1.027 2.112 -3.657
C 0.309 2.826 -3.619
N 0.753 2.934 -2.197
C -0.638 -0.357 -3.604
C 0.851 -0.349 -3.845
N 1.543 -0.035 -2.539
H -1.666 2.040 0.533
H -1.378 3.105 -0.621
H -3.204 2.580 -1.624
H -3.448 1.255 -0.502
H -3.169 0.678 -3.078
H -2.459 -0.346 -1.831
H -1.794 2.779 -3.265
H -1.312 1.877 -4.684
H 0.215 3.814 -4.071
H 1.083 2.301 -4.172
H 0.278 3.731 -1.778
H 1.738 3.197 -2.173
H -1.202 -0.432 -4.536
H -0.899 -1.214 -2.990
H 1.145 0.393 -4.582
H 1.178 -1.315 -4.227
H 2.434 0.422 -2.730
H 1.799 -0.917 -2.089
C 4.782 2.908 1.526
N 3.825 1.936 0.961
C 4.020 0.579 0.860
C 2.910 0.063 0.272
N 2.031 1.101 -0.001
C 2.632 2.216 0.439
H 5.666 2.368 1.851
H 4.336 3.416 2.377
H 5.067 3.630 0.765
H 4.924 0.102 1.203
H 2.693 -0.966 0.040
H 2.229 3.216 0.397
C -1.068 -1.654 4.471
Ge -0.195 -0.042 3.940
C -1.099 1.640 4.079
C 1.723 0.059 3.943
Ge -0.505 -0.779 0.447
C -2.365 -1.135 0.761
C -2.883 -2.232 0.059
C -4.228 -2.553 0.188
C -5.046 -1.803 1.027
C -4.531 -0.724 1.742
C -3.193 -0.384 1.605
C 0.631 -2.345 0.196
C 0.720 -2.925 -1.071
C 1.465 -4.090 -1.253
C 2.143 -4.654 -0.183
C 2.076 -4.069 1.071
C 1.333 -2.907 1.265
H -0.852 -1.732 5.547
H -0.661 -2.543 3.989
H -2.146 -1.597 4.334
H -0.827 2.002 5.083
H -2.183 1.562 4.039
H -0.723 2.382 3.375
H 2.010 -0.109 4.990
H 2.070 1.046 3.642
H 2.201 -0.717 3.347
H -2.243 -2.858 -0.557
H -4.632 -3.402 -0.348
H -6.090 -2.067 1.136
H -5.173 -0.158 2.405
H -2.800 0.460 2.165
H 0.169 -2.522 -1.913
H 1.501 -4.561 -2.226
H 2.716 -5.559 -0.325
H 2.595 -4.520 1.907
H 1.283 -2.477 2.259

As for the net charge: +4. The value obtained for the frontier orbital gap (spin up / spin down) is 5.488 / 5.400 eV. For the lowest unoccupied orbital energy (spin up / spin down), the calculation gives -13.81 / -13.86 eV. The energy above the lowest of the compared OMol25 structures with the same formula, charge and spin is 181.0 kJ/mol. The spin multiplicity is 2. As for the HOMO energy (spin up / spin down): -19.3 / -19.3 eV.

Here are the Mulliken charges for atoms 1 to 2, given in e: 1.532 -0.506



C25H43IrN3O7P2S as an isolated structure, computed with the ωB97M-V functional and the def2-TZVPD basis.

Element x y z (Å)
Ir 0.503 0.197 -0.280
N 4.811 -1.074 -2.430
C 3.922 0.122 -2.106
C 4.603 1.426 -2.476
P 3.564 -0.122 -0.315
O 4.932 0.313 0.396
O 3.387 -1.589 -0.243
O 2.482 0.838 0.175
P 2.361 -0.250 -3.086
O 2.269 0.947 -4.151
O 2.632 -1.532 -3.779
O 1.153 -0.050 -2.199
H 5.787 -0.822 -2.561
H 4.384 -1.535 -3.264
H 4.695 -1.752 -1.658
H 5.527 1.553 -1.909
H 3.942 2.259 -2.240
H 4.823 1.479 -3.543
H 4.900 1.172 0.839
H 2.408 0.617 -5.049
C 0.552 3.213 -2.455
C -0.410 2.738 -1.379
C -0.698 3.825 -0.344
C -1.703 2.153 -1.922
C -2.478 3.035 -2.663
C -3.728 2.677 -3.127
C -4.244 1.454 -2.754
C -3.526 0.532 -1.992
C -4.384 -0.653 -1.515
C -4.088 -1.201 -0.119
C -4.592 -1.777 -2.539
C -2.187 0.854 -1.671
N -1.318 -0.125 -1.108
C -1.379 -1.378 -1.499
C -0.546 -2.289 -0.864
C -0.456 -3.680 -0.853
C 0.382 -3.996 0.197
C 0.807 -2.802 0.822
N 0.264 -1.764 0.150
C 1.512 -2.824 2.168
C 0.557 -3.545 3.142
C 2.801 -3.655 2.086
C 1.816 -1.456 2.766
H 1.495 3.530 -2.005
H 0.131 4.074 -2.977
H 0.752 2.433 -3.182
H 0.121 1.969 -0.781
H -1.152 4.690 -0.828
H 0.224 4.149 0.140
H -1.396 3.470 0.416
H -2.094 4.024 -2.875
H -4.315 3.364 -3.720
H -5.263 1.205 -3.029
H -5.367 -0.186 -1.417
H -3.232 -1.874 -0.082
H -4.954 -1.769 0.227
H -3.924 -0.381 0.582
H -3.777 -2.502 -2.560
H -4.718 -1.377 -3.545
H -5.494 -2.335 -2.285
H -2.074 -1.675 -2.271
H -0.979 -4.360 -1.507
H 0.633 -4.988 0.535
H 0.366 -4.572 2.833
H -0.405 -3.033 3.211
H 1.003 -3.567 4.138
H 2.605 -4.654 1.692
H 3.216 -3.770 3.089
H 3.534 -3.170 1.449
H 0.908 -0.879 2.940
H 2.470 -0.862 2.141
H 2.314 -1.600 3.727
C -1.726 1.804 3.312
S -1.654 0.739 1.889
C -1.961 -0.825 2.688
O -0.138 0.743 1.599
H -0.990 1.469 4.041
H -2.735 1.765 3.722
H -1.500 2.813 2.975
H -3.008 -0.854 2.989
H -1.299 -0.928 3.546
H -1.761 -1.602 1.951

As for the net charge: +1. The value obtained for the frontier orbital gap is 7.294 eV. For the lowest unoccupied orbital energy, the calculation gives -2.62 eV. The energy above the lowest of the compared OMol25 structures with the same formula, charge and spin is 0.0 kJ/mol. The spin multiplicity is 1. As for the HOMO energy: -9.9 eV.

Here are the Mulliken charges for atoms 1 to 2, given in e: 3.299 -0.126



A 12-piece molecular cluster, C25H43N11O2P overall, computed with the ωB97M-V functional and the def2-TZVPD basis.

Element x y z (Å)
C -4.778 -0.661 -0.624
C -3.744 0.393 0.100
C -2.789 -0.219 1.284
O -3.515 -0.064 2.583
P -4.748 1.179 2.305
O -4.250 1.652 0.666
H -4.424 -1.754 -0.314
H -5.892 -0.438 -0.261
H -4.665 -0.502 -1.795
H -3.002 0.688 -0.755
H -2.555 -1.361 1.163
H -1.882 0.513 1.418
H -5.447 0.980 3.577
H -3.967 2.176 3.009
H -5.773 2.190 2.077
H -5.780 0.270 1.808
C 1.627 1.255 1.799
C 0.889 1.300 0.471
N 0.277 1.337 -0.631
H 2.426 0.510 1.757
H 2.063 2.234 2.016
H 0.934 0.989 2.602
C -1.375 4.992 1.163
C -0.364 4.411 2.139
N 0.474 3.928 2.948
H -0.987 5.920 0.734
H -1.567 4.279 0.357
H -2.313 5.206 1.682
C -8.463 -1.323 -1.827
C -7.390 -1.679 -2.843
N -6.501 -1.974 -3.687
H -8.197 -0.395 -1.314
H -9.424 -1.190 -2.330
H -8.556 -2.124 -1.088
C 5.733 1.091 0.571
C 5.125 0.788 1.931
N 4.620 0.537 3.059
H 5.537 2.132 0.299
H 6.814 0.928 0.602
H 5.296 0.436 -0.187
C -0.940 -4.414 0.033
C -2.390 -3.961 0.087
N -3.593 -3.585 0.132
H -0.820 -5.346 0.591
H -0.640 -4.579 -1.006
H -0.294 -3.649 0.473
C -3.639 -4.317 3.942
C -2.165 -4.523 3.633
N -0.943 -4.694 3.377
H -4.128 -3.808 3.106
H -4.125 -5.283 4.104
H -3.750 -3.708 4.843
C 9.561 2.935 -0.514
C 8.111 3.388 -0.460
N 6.908 3.764 -0.415
H 9.681 2.003 0.045
H 9.861 2.769 -1.552
H 10.207 3.700 -0.074
C 11.344 -1.232 -0.710
C 9.996 -0.557 -0.520
N 8.877 0.003 -0.362
H 11.483 -2.007 0.048
H 11.394 -1.691 -1.702
H 12.146 -0.495 -0.618
C -7.104 2.403 -4.202
C -7.712 2.100 -2.842
N -8.217 1.849 -1.714
H -7.300 3.444 -4.474
H -6.023 2.241 -4.171
H -7.541 1.748 -4.960
C 3.421 -3.993 0.675
C 2.683 -3.948 -0.653
N 2.071 -3.911 -1.755
H 4.220 -4.738 0.633
H 3.858 -3.014 0.892
H 2.728 -4.259 1.478
C 1.844 1.912 -3.287
C 2.916 1.557 -4.303
N 3.806 1.262 -5.147
H 2.110 2.841 -2.774
H 0.883 2.046 -3.790
H 1.751 1.112 -2.548

As for the net charge: -1. The value obtained for the frontier orbital gap is 4.399 eV. For the lowest unoccupied orbital energy, the calculation gives 1.07 eV. The spin multiplicity is 1. As for the HOMO energy: -3.3 eV.

Here are the Mulliken charges for atoms 1 to 2, given in e: -0.175 0.181



A 7-piece molecular cluster, C25H43NO18 overall, computed with the ωB97M-V functional and the def2-TZVPD basis.

Element x y z (Å)
C -3.923 3.348 -3.631
C -4.642 2.065 -3.812
C -3.798 1.096 -4.672
O -3.901 -0.166 -4.126
C -4.594 -0.098 -3.028
O -4.837 -1.001 -2.260
O -4.781 1.163 -2.688
H -4.038 4.137 -4.435
H -2.792 3.132 -3.696
H -4.084 3.820 -2.689
H -5.653 2.151 -4.284
H -2.737 1.262 -4.777
H -4.299 1.099 -5.670
C 1.023 -1.353 0.458
C 2.119 -2.223 -0.136
C 3.526 -1.633 -0.209
O 4.250 -2.830 0.015
C 3.451 -3.840 0.477
O 3.714 -5.032 0.685
O 2.278 -3.345 0.587
H 0.045 -1.712 0.186
H 1.163 -0.309 0.081
H 1.219 -1.421 1.554
H 1.904 -2.490 -1.198
H 3.631 -0.909 0.668
H 3.565 -1.136 -1.164
C -3.834 -3.394 0.267
C -2.690 -2.610 0.976
C -2.898 -2.540 2.478
O -1.732 -3.082 3.137
C -0.945 -3.555 2.256
O 0.083 -4.141 2.440
O -1.497 -3.331 1.030
H -3.963 -4.298 0.742
H -3.536 -3.605 -0.691
H -4.820 -2.974 0.035
H -2.483 -1.622 0.530
H -3.692 -3.232 2.705
H -3.120 -1.566 2.731
C 2.090 1.324 -3.133
O 1.688 0.125 -2.490
C 0.341 -0.176 -2.670
O -0.397 0.720 -3.401
O -0.151 -1.292 -2.128
C -1.434 -1.946 -2.610
H 1.672 2.186 -2.667
H 2.024 1.469 -4.194
H 3.106 1.276 -3.029
H -2.359 -1.434 -2.422
H -1.636 -3.017 -2.428
H -1.487 -1.851 -3.733
C 2.344 -2.503 4.313
O 2.545 -1.044 4.385
C 3.517 -0.398 3.675
O 4.497 -1.005 2.926
O 3.601 0.873 3.944
C 4.822 1.595 3.803
H 2.979 -3.043 4.892
H 2.434 -2.621 3.216
H 1.293 -2.704 4.494
H 4.787 2.588 4.198
H 5.258 1.670 2.791
H 5.625 1.141 4.351
C 0.231 0.743 2.955
O 0.016 1.302 1.664
C -1.145 1.124 1.200
O -2.241 0.640 1.960
O -1.224 1.535 -0.104
C -2.411 1.455 -0.844
H -0.246 1.371 3.764
H 1.205 0.673 3.300
H -0.082 -0.337 3.015
H -3.173 0.720 -0.459
H -2.189 1.286 -1.886
H -2.937 2.326 -0.762
C 2.962 2.407 1.010
C 2.516 3.506 0.110
C 1.047 3.742 -0.058
C 0.739 5.130 -0.542
N 0.559 6.199 -0.923
H 3.138 2.534 2.108
H 3.903 1.966 0.723
H 2.199 1.628 0.980
H 3.086 3.239 -0.767
H 3.093 4.310 0.354
H 0.581 3.821 0.938
H 0.529 2.921 -0.694

The value obtained for the frontier orbital gap is 10.445 eV. For the lowest unoccupied orbital energy, the calculation gives 0.35 eV. The energy above the lowest of the compared OMol25 structures with the same formula, charge and spin is 655.7 kJ/mol. As for the SMILES: C[C@H]1COC(=O)O1.C[C@H]1COC(=O)O1.C[C@H]1COC(=O)O1.COC(=O)OC.COC(=O)OC.COC(=O)OC.CCCC#N. The spin multiplicity is 1. As for the HOMO energy: -10.1 eV.

Here are the Mulliken charges for atoms 1 to 2, given in e: -1.232 0.501



C25H44AsN4O4PtSSi2 as an isolated structure, computed with the ωB97M-V functional and the def2-TZVPD basis.

Element x y z (Å)
Pt 0.280 -0.653 0.223
C -5.079 -1.973 -0.062
C -3.619 -2.448 0.019
N -3.104 -2.254 1.374
C -3.385 -0.903 1.854
C -4.902 -0.697 2.031
N -5.576 -1.856 1.356
C -5.287 -3.121 2.112
C -3.746 -3.216 2.257
H -5.734 -2.670 -0.583
H -5.149 -0.983 -0.513
H -3.018 -1.893 -0.697
H -3.531 -3.508 -0.223
H -3.002 -0.183 1.142
H -2.873 -0.751 2.804
H -5.252 0.213 1.547
H -5.224 -0.705 3.072
H -6.581 -1.695 1.344
H -5.708 -3.939 1.528
H -5.806 -3.061 3.067
H -3.416 -4.224 2.006
H -3.444 -3.008 3.283
C -0.349 5.149 -4.945
C -0.794 4.020 -4.061
C -0.977 2.738 -4.566
C -1.381 1.691 -3.749
C -1.614 1.933 -2.406
C -1.438 3.205 -1.874
C -1.027 4.236 -2.701
S -2.120 0.613 -1.358
O -1.741 -0.619 -2.013
O -3.538 0.747 -1.072
O -1.315 0.806 -0.091
H -0.345 4.851 -5.992
H 0.661 5.460 -4.676
H -1.009 6.010 -4.838
H -0.802 2.553 -5.619
H -1.515 0.694 -4.145
H -1.617 3.381 -0.822
H -0.889 5.228 -2.290
C 2.697 -3.736 4.007
Si 1.730 -2.206 3.554
C 2.275 -0.720 4.548
C -0.105 -2.508 3.761
As 2.050 -1.712 1.265
Si 4.154 -0.697 0.935
C 3.979 1.094 1.463
C 5.425 -1.579 1.980
C 4.609 -0.811 -0.870
H 2.551 -3.972 5.063
H 3.767 -3.610 3.837
H 2.361 -4.592 3.421
H 2.049 -0.875 5.605
H 1.758 0.182 4.218
H 3.348 -0.550 4.461
H -0.329 -2.761 4.799
H -0.435 -3.328 3.123
H -0.672 -1.617 3.486
H 4.023 1.191 2.548
H 3.025 1.507 1.128
H 4.788 1.691 1.034
H 5.195 -1.523 3.044
H 6.403 -1.116 1.828
H 5.510 -2.631 1.703
H 3.974 -0.185 -1.496
H 4.536 -1.838 -1.232
H 5.642 -0.481 -1.004
N 2.565 4.238 -1.388
C 2.391 3.657 -2.603
O 2.491 4.268 -3.646
C 2.059 2.192 -2.603
C 2.274 1.463 -3.765
C 1.956 0.118 -3.787
C 1.427 -0.458 -2.644
N 1.214 0.243 -1.531
C 1.509 1.544 -1.510
H 2.862 5.201 -1.385
H 2.723 3.693 -0.560
H 2.677 1.970 -4.632
H 2.107 -0.481 -4.672
H 1.151 -1.503 -2.603
H 1.252 2.068 -0.599

As for the net charge: +1. The value obtained for the frontier orbital gap (spin up / spin down) is 7.801 / 7.262 eV. For the lowest unoccupied orbital energy (spin up / spin down), the calculation gives -2.21 / -3.56 eV. The energy above the lowest of the compared OMol25 structures with the same formula, charge and spin is 0.0 kJ/mol. The spin multiplicity is 3. As for the HOMO energy (spin up / spin down): -10.0 / -10.8 eV.

Here are the Mulliken charges for atoms 1 to 2, given in e: 0.719 -0.678